# 1
{"formula": "C3H9NOS", "method": "the ωB97M-V functional and the def2-TZVPD basis", "e_above_lowest_kcal_mol": 54.6, "gap_ha": 0.3363, "smiles": "NC=O.CSC", "max_force_ev_per_a": 3.46, "total_charge": 0, "homo_energy_ev": -8.3087, "symbols": ["S", "O", "N", "C", "C", "C", "H", "H", "H", "H", "H", "H", "H", "H", "H"], "positions_angstrom": [[-0.89464, 1.11491, -0.00792], [0.68572, -2.16150, 0.29706], [1.56199, -0.62082, 1.98156], [1.28268, -1.93744, 1.34774], [0.14028, 1.82869, -1.29627], [-1.88733, -0.15009, -0.90926], [1.34040, -2.85913, 2.09346], [2.37480, -0.50276, 2.58708], [-2.99889, 0.21110, -1.34511], [1.28659, 1.86443, -0.97065], [-2.15586, -0.94328, -0.09001], [-0.02229, 1.36066, -2.24209], [-1.49778, -0.29958, -1.95538], [-0.14519, 2.91043, -1.28327], [0.92950, 0.18437, 1.79306]], "nbo_charge": [0.159, -0.563, -0.914, 0.533, -0.752, -0.766, 0.117, 0.396, 0.201, 0.226, 0.256, 0.225, 0.239, 0.222, 0.420]}

# 2
{"formula": "C3H9NOS2", "method": "the ωB97M-V functional and the def2-TZVPD basis", "e_above_lowest_kcal_mol": 121.8, "gap_ha": 0.3278, "max_force_ev_per_a": 5.52, "total_charge": 0, "homo_energy_ev": -8.8677, "symbols": ["S", "S", "O", "N", "C", "C", "C", "H", "H", "H", "H", "H", "H", "H", "H", "H"], "positions_angstrom": [[-0.63428, -2.64367, -1.45163], [0.24398, -1.36422, -0.33213], [0.83123, -2.00127, 0.90633], [0.44832, 1.55027, 0.78612], [1.27310, -0.28839, -1.32814], [-1.14895, -0.28919, 0.22537], [-0.59074, 0.64811, 1.26583], [0.05314, 1.83604, -0.46600], [-1.84988, -1.06904, 0.44300], [-0.10947, -0.13825, 1.81850], [-1.48319, 0.05296, -0.79768], [1.41967, 0.65082, -0.65411], [0.32766, 2.56247, 1.66236], [-1.48505, 1.13735, 1.81132], [2.12311, -0.78532, -1.75434], [0.58135, 0.14134, -2.13480]], "nbo_charge": [-0.503, 1.530, -0.918, -0.841, -0.869, -0.595, -0.299, 0.340, 0.275, 0.241, 0.230, 0.293, 0.400, 0.199, 0.268, 0.250]}

# 3
{"formula": "C3H9NOS2", "method": "the ωB97M-V functional and the def2-TZVPD basis", "e_above_lowest_kcal_mol": 0.3, "gap_ha": 0.3615, "smiles": "CSSC.NC=O", "max_force_ev_per_a": 0.46, "total_charge": 0, "homo_energy_ev": -9.0978, "symbols": ["S", "S", "O", "N", "C", "C", "C", "H", "H", "H", "H", "H", "H", "H", "H", "H"], "positions_angstrom": [[-1.69786, -0.47009, 0.61883], [-2.68637, 1.32452, 0.63257], [2.04691, -2.57324, 0.45681], [1.65766, -0.96023, -1.09665], [2.26102, -2.09514, -0.62620], [-1.80126, 2.21718, -0.68058], [-0.29054, -0.16182, 1.72968], [2.98652, -2.51815, -1.33471], [-0.79995, 2.43273, -0.34409], [-1.75983, 1.60448, -1.57792], [-2.31606, 3.15229, -0.89358], [0.29481, 0.67970, 1.37121], [-0.64362, 0.01174, 2.73726], [0.82209, -0.71011, -0.58598], [0.31438, -1.06693, 1.69132], [1.61209, -0.86694, -2.09797]], "nbo_charge": [0.069, 0.088, -0.596, -0.827, 0.533, -0.746, -0.762, 0.104, 0.211, 0.221, 0.229, 0.213, 0.228, 0.395, 0.251, 0.387]}

# 4
{"formula": "C3H9NP2", "method": "the ωB97M-V functional and the def2-TZVPD basis", "e_above_lowest_kcal_mol": 38.0, "gap_ha": 0.3468, "smiles": "CC[PH]#P1CN1", "max_force_ev_per_a": 5.05, "total_charge": 0, "homo_energy_ev": -8.5573, "symbols": ["P", "P", "N", "C", "C", "C", "H", "H", "H", "H", "H", "H", "H", "H", "H"], "positions_angstrom": [[-1.59939, -0.69397, -0.72973], [0.09452, -0.99014, 0.59552], [-1.91282, 1.01481, -0.02531], [-2.75257, 0.00523, 0.58029], [2.55390, 0.20848, 0.01652], [1.14532, 0.11115, -0.47626], [2.66929, 0.40556, 0.97122], [0.59589, -2.30267, 0.32731], [-2.45806, 1.61429, -0.61875], [2.99068, -0.70344, -0.23495], [3.32927, 0.90940, -0.42008], [-2.58007, -0.38717, 1.63270], [-3.81472, -0.05107, 0.32444], [0.56243, 1.01036, -0.47347], [1.17634, -0.15084, -1.46946]], "nbo_charge": [0.484, 0.234, -0.808, -0.464, -0.604, -0.674, 0.203, -0.021, 0.375, 0.201, 0.208, 0.219, 0.203, 0.237, 0.208]}